[1]
{
  "formula": "C9H11Cl2N2P",
  "method": "the ωB97M-V functional and the def2-TZVPD basis",
  "gap_ha": [0.2751, 0.2601],
  "homo_ev": [-7.1, -8.5],
  "multiplicity": 3,
  "total_energy_ev": -46821.696,
  "species": ["C", "C", "C", "C", "C", "C", "C", "C", "C", "N", "N", "P", "Cl", "Cl", "H", "H", "H", "H", "H", "H", "H", "H", "H", "H", "H"],
  "positions_angstrom": [[-1.0267, -0.1945, 0.8316], [1.1133, 0.2795, -0.0260], [-1.1707, 1.1151, 1.2530], [1.0385, 1.6231, 0.3612], [0.0742, -0.6583, 0.1655], [-0.2193, 2.0479, 0.8931], [0.2828, -1.9203, -0.4377], [-0.2097, 3.4906, 1.3528], [0.6953, -3.7947, -2.5392], [1.4277, -2.0756, -1.0456], [1.7156, -3.1443, -1.6757], [3.6905, -2.2113, -3.2888], [4.7085, -2.3169, -1.5712], [3.5757, -0.2069, -3.5196], [-1.9257, -0.8827, 1.0047], [2.0486, -0.1427, -0.1672], [-1.9821, 1.3726, 1.8637], [1.9355, 2.2202, 0.1062], [-0.4306, -2.6449, -0.4062], [0.6873, 3.7691, 2.0187], [-0.1997, 4.1437, 0.3515], [-1.1494, 3.7637, 1.9625], [0.2367, -4.6154, -1.8805], [-0.1804, -3.0976, -2.8924], [1.1784, -4.3212, -3.2928]],
  "forces_ev_per_angstrom": [[-2.836, -1.757, 0.372], [-0.643, 1.516, 1.955], [1.276, -0.073, -1.045], [-1.196, -1.989, -1.330], [0.708, 2.186, -0.151], [2.552, 1.142, 1.202], [1.856, 1.648, -0.505], [-1.025, 1.881, -0.454], [-2.508, 1.031, 3.067], [-0.786, -0.843, 0.435], [-0.288, -1.195, -1.456], [0.172, -0.215, -0.768], [0.505, -0.071, 0.608], [-0.050, 0.607, -0.159], [1.461, 0.826, -0.130], [1.706, -0.415, -1.124], [-1.154, 0.519, 0.515], [-0.964, 0.106, 0.655], [-1.884, -2.266, 0.165], [-1.234, -0.546, -1.261], [0.051, -1.033, 2.397], [1.348, -0.359, -1.075], [0.290, 1.005, -0.814], [1.768, -1.152, 0.526], [0.875, -0.555, -1.625]],
  "lowdin_spin": [0.046, 0.046, -0.003, -0.011, 0.009, 0.047, 0.183, 0.007, 0.048, 0.106, 0.534, 0.678, 0.115, 0.141, 0.001, 0.004, -0.002, -0.001, 0.010, 0.002, 0.003, 0.000, 0.029, 0.003, 0.005]
}


[2]
{
  "formula": "C9H11F2NO2S",
  "method": "the ωB97M-V functional and the def2-TZVPD basis",
  "gap_ha": [0.2621, 0.2617],
  "homo_ev": [-9.7, -9.7],
  "total_energy_ev": -31362.100,
  "species": ["C", "C", "C", "C", "C", "C", "C", "C", "C", "N", "O", "O", "F", "F", "S", "H", "H", "H", "H", "H", "H", "H", "H", "H", "H", "H"],
  "positions_angstrom": [[3.1620, 1.4834, 0.1049], [2.8991, 0.3290, 0.8683], [2.1981, 1.9983, -0.7012], [1.6755, -0.1851, 0.9415], [0.9429, 1.6008, -0.5124], [0.5601, 0.4835, 0.2605], [-0.2119, -2.5161, -0.2756], [-0.9620, -1.4149, 0.5641], [-0.7312, -0.0596, 0.2206], [-3.5064, 0.3562, -0.6560], [-2.6426, 0.6818, 1.6346], [-2.0608, 2.3256, -0.1021], [-2.3648, -1.7466, 0.5043], [-1.0276, 0.2652, -2.1900], [-2.2501, 0.9617, 0.2763], [4.2328, 1.9008, 0.2850], [3.7396, -0.1433, 1.3741], [2.3737, 2.9446, -1.1650], [1.5227, -1.2223, 1.3296], [0.1506, 2.1525, -0.9849], [-0.8257, -3.1936, -0.9640], [0.6319, -1.9871, -0.7499], [0.3043, -3.2127, 0.3827], [-0.7076, -1.6527, 1.5512], [-3.7975, -0.5665, -0.3987], [-3.3052, 0.4170, -1.5978]],
  "forces_ev_per_angstrom": [[2.979, -0.558, 1.466], [2.060, 0.663, 0.145], [2.017, 1.960, 0.740], [-3.236, -1.911, -1.029], [-3.926, -0.740, -0.019], [2.526, -0.186, 0.445], [0.544, 0.012, -0.497], [-2.167, -4.152, -1.737], [-0.564, 2.289, -1.909], [1.066, 0.896, 2.610], [0.672, -0.079, -0.077], [0.766, -0.625, -0.269], [1.322, 0.044, 0.131], [0.022, -0.388, 1.811], [-2.638, 0.249, -0.135], [-2.095, -0.474, -0.973], [-0.270, 0.051, 0.004], [0.121, 0.192, -0.771], [0.113, 1.251, 0.199], [-0.256, -0.054, -0.273], [0.579, 1.746, 0.786], [-0.642, -0.433, -0.624], [-0.281, -0.034, 0.444], [0.435, 0.331, 1.792], [0.085, -0.326, 0.347], [0.770, 0.274, -2.605]],
  "lowdin_charge": [-0.028, -0.086, -0.061, -0.002, 0.004, -0.160, 0.010, -0.308, -0.093, -0.010, -0.276, -0.264, -0.060, -0.465, 0.651, 0.153, 0.116, 0.121, 0.132, 0.112, 0.123, 0.084, 0.070, 0.145, 0.063, 0.029]
}


[3]
{
  "formula": "C9H11F3N2O",
  "method": "the ωB97M-V functional and the def2-TZVPD basis",
  "gap_ha": [0.2302, 0.2230],
  "homo_ev": [-5.8, -8.8],
  "multiplicity": 3,
  "total_energy_ev": -22683.614,
  "species": ["C", "C", "C", "C", "C", "C", "C", "C", "C", "N", "N", "O", "F", "F", "F", "H", "H", "H", "H", "H", "H", "H", "H", "H", "H", "H"],
  "positions_angstrom": [[2.8888, -1.1030, 0.9890], [3.5811, -0.7079, -0.0645], [3.3651, 0.6398, -0.7080], [1.8702, -0.2479, 1.7662], [0.1336, -0.5498, -0.7016], [-0.4088, 1.7351, -0.4195], [-1.3512, -0.9385, -0.9861], [-1.8775, 1.2926, -0.7583], [1.2043, 0.7545, 0.9540], [2.5443, 1.5077, -0.3676], [0.1268, 0.5081, 0.2035], [-2.0036, 0.1672, -1.5535], [4.4821, -1.5937, -0.5661], [4.2240, 0.7965, -1.7596], [1.2312, 1.9750, 1.6227], [3.1341, -2.1849, 1.2491], [1.2248, -1.0293, 2.2927], [2.5464, 0.1254, 2.6043], [0.6455, -1.3787, -0.2533], [0.7637, -0.3997, -1.6183], [0.1484, 2.0803, -1.3514], [-0.2762, 2.6085, 0.3164], [-1.4376, -1.8427, -1.5418], [-1.7748, -1.1929, 0.0891], [-2.3919, 1.1904, 0.1102], [-2.4329, 2.1557, -1.3913]],
  "forces_ev_per_angstrom": [[-4.256, -4.408, 6.697], [3.887, 5.958, -8.113], [2.270, -5.194, 0.641], [2.712, -3.917, 1.472], [-0.224, -2.651, -1.696], [-0.859, 0.906, -0.471], [0.901, 0.568, 3.065], [0.548, 4.465, -3.497], [3.086, 3.634, -0.677], [-2.548, 0.198, 1.742], [0.222, 3.138, 0.555], [0.181, -1.250, -0.631], [-0.743, 0.825, 0.397], [-0.043, 0.386, -0.073], [-1.056, -1.543, -0.262], [-0.882, 1.590, 0.174], [0.189, 1.385, -0.789], [-1.265, 0.574, -0.918], [0.037, -0.830, 0.493], [-0.816, 0.584, 0.433], [-0.401, -0.962, 1.079], [-0.914, -1.467, -1.164], [-0.198, -0.278, -0.973], [0.445, 0.563, -1.856], [-1.630, -0.479, 2.853], [1.361, -1.797, 1.518]],
  "lowdin_spin": [0.686, 0.547, 0.112, 0.079, 0.011, 0.004, 0.000, 0.000, -0.002, 0.350, 0.005, 0.001, 0.126, 0.003, -0.001, 0.027, 0.004, 0.038, 0.009, 0.000, 0.001, 0.000, 0.000, 0.000, 0.000, 0.000]
}


[4]
{
  "formula": "C9H11FN2O3",
  "method": "the ωB97M-V functional and the def2-TZVPD basis",
  "smiles": "O=c1ccn(C2=CCCO2)c(=O)[nH]1.CF",
  "gap_ha": 0.3308,
  "homo_ev": -8.7,
  "total_energy_ev": -21349.983,
  "species": ["O", "C", "C", "C", "N", "C", "C", "C", "C", "O", "C", "O", "N", "H", "H", "H", "H", "H", "H", "H", "H", "C", "F", "H", "H", "H"],
  "positions_angstrom": [[-5.5538, -0.0338, 0.0812], [-4.3971, 0.2967, 0.2180], [-3.7619, 1.3946, 0.8067], [-2.4244, 1.5110, 0.6188], [-1.6184, 0.6924, -0.0456], [-0.2995, 1.0296, -0.2981], [0.5757, 0.6503, -1.2313], [1.8918, 1.3789, -1.1231], [1.4350, 2.4072, -0.0614], [0.1142, 2.0308, 0.5007], [-2.1916, -0.4574, -0.6714], [-1.5867, -1.3035, -1.2205], [-3.4862, -0.5755, -0.4409], [-4.2748, 2.0209, 1.5895], [-1.9165, 2.2258, 1.0806], [0.4012, -0.2004, -1.8776], [2.7083, 0.7741, -0.8602], [2.2202, 1.8989, -2.0422], [2.2010, 2.3751, 0.7793], [1.1937, 3.3869, -0.4244], [-3.9686, -1.4259, -0.6632], [1.3837, -2.7418, 0.8082], [2.1460, -3.7471, 1.3125], [0.3100, -2.8573, 0.9772], [1.7003, -1.6809, 1.0088], [1.5642, -2.9637, -0.1802]],
  "forces_ev_per_angstrom": [[-0.545, 0.547, 0.959], [-0.541, -1.707, -1.970], [0.497, 1.530, 1.934], [-2.901, -1.128, 0.230], [-0.392, -2.096, -1.963], [1.050, 0.503, -0.663], [-0.249, -1.498, -0.646], [-2.282, 1.648, -0.454], [1.187, -0.374, 1.920], [1.327, -0.020, 0.001], [0.235, 0.933, 1.625], [2.283, -1.687, -1.689], [-2.224, 0.723, 1.000], [0.569, -0.576, -1.384], [1.830, 3.231, 1.885], [-0.035, 0.271, -0.007], [1.000, -0.923, 0.827], [-0.481, -0.213, 0.212], [-1.276, 0.630, -0.812], [0.714, 0.558, -0.355], [0.271, -0.392, -0.610], [-0.621, 1.317, -0.213], [0.633, -0.520, 2.166], [0.205, -0.155, 0.519], [0.062, -1.219, 0.404], [-0.315, 0.617, -2.918]],
  "lowdin_charge": [0.080, -0.466, 0.033, -0.021, 0.112, -0.306, -0.010, -0.129, -0.093, -0.034, -0.482, 0.134, 0.208, 0.144, 0.093, 0.106, 0.084, 0.119, 0.143, 0.117, 0.168, -0.127, -0.091, 0.080, 0.090, 0.049]
}


[5]
{
  "formula": "C9H11FNO2P",
  "method": "the ωB97M-V functional and the def2-TZVPD basis",
  "gap_ha": 0.3092,
  "homo_ev": -9.8,
  "total_energy_ev": -27099.233,
  "species": ["C", "C", "C", "C", "C", "C", "C", "C", "C", "N", "O", "O", "F", "P", "H", "H", "H", "H", "H", "H", "H", "H", "H", "H", "H"],
  "positions_angstrom": [[-1.9785, 2.0432, -2.3955], [-2.2915, 1.2399, -3.4620], [-1.0166, 1.5450, -1.4711], [-1.9193, -0.0852, -3.3714], [-0.6351, 0.1999, -1.5495], [0.6021, 0.3442, 0.7252], [1.7681, -1.2181, 3.9324], [1.4080, 0.0052, 3.0386], [0.3227, -0.4047, -0.5791], [-1.1252, -0.5640, -2.4887], [0.3215, 1.4901, 0.9211], [1.2088, -0.4469, 1.6910], [2.0152, 0.3754, -1.2095], [0.6874, -2.0742, -0.8174], [-2.3310, 2.9607, -2.3386], [-2.9696, 1.4777, -4.2265], [-0.6711, 2.2725, -0.8062], [-2.1081, -0.8721, -4.0592], [1.9752, -2.0463, 3.3112], [2.6822, -0.9542, 4.4584], [1.0402, -1.4716, 4.6549], [2.3284, 0.5836, 3.0571], [0.5987, 0.5965, 3.2858], [-0.6352, -2.6175, -0.9043], [0.7225, -2.3788, 0.6034]],
  "forces_ev_per_angstrom": [[2.989, -4.628, -0.170], [-0.737, -0.792, 1.008], [-1.690, 0.121, -1.590], [0.240, -0.256, -1.491], [0.488, 2.341, 1.496], [0.884, -0.402, 1.767], [0.153, 1.839, -0.470], [2.390, -1.304, -0.604], [1.575, 3.217, -0.752], [1.344, -1.892, 1.545], [-0.073, -0.168, 0.209], [-0.862, -0.233, -1.952], [-2.432, -1.219, 0.890], [0.147, -2.859, 1.052], [-1.405, 4.313, 0.413], [-0.700, 0.746, -0.919], [0.709, 0.300, 1.203], [-1.042, 0.050, -1.222], [0.194, -0.979, -0.679], [0.040, -0.167, 0.137], [-0.974, -0.284, 0.634], [-0.218, 0.609, -0.306], [-1.680, 1.110, 0.980], [0.330, 0.486, -0.253], [0.331, 0.054, -0.926]],
  "lowdin_charge": [-0.004, -0.026, 0.057, -0.143, -0.296, -0.448, -0.033, -0.173, -0.357, 0.077, 0.126, -0.083, -0.299, 0.951, 0.062, 0.095, 0.092, 0.108, 0.060, 0.074, 0.056, 0.122, 0.095, -0.059, -0.054]
}